(1)
{"formula": "C2H2N4O2", "method": "the ωB97M-V functional and the def2-TZVPD basis", "symbols": ["C", "C", "H", "H", "N", "N", "N", "N", "O", "O"], "coordinates": [[-0.33, -1.71, -0.77], [0.31, 0.14, 1.05], [-1.08, -0.93, -2.40], [0.36, -2.61, -0.19], [-0.72, -1.76, -1.98], [-0.80, -0.17, 0.12], [0.66, 1.79, -0.38], [0.75, 1.56, 0.92], [-0.43, 0.87, -0.79], [0.62, -0.50, 2.07]], "e_lumo_ha": -0.054, "e_homo_ev": -10.4, "gap_ev": 8.985}

(2)
{"formula": "C2H2N4O2", "method": "the ωB97M-V functional and the def2-TZVPD basis", "symbols": ["C", "C", "H", "H", "N", "N", "N", "N", "O", "O"], "coordinates": [[0.88, 0.31, 0.23], [-1.58, 0.04, 0.06], [0.36, 2.13, -0.14], [-1.55, 1.10, -0.16], [1.22, 1.49, 0.00], [1.96, -0.48, -0.21], [1.60, -1.71, -0.29], [-0.34, -0.55, 0.52], [0.16, -1.80, 0.28], [-2.70, -0.54, -0.29]], "e_lumo_ha": -0.048, "e_homo_ev": -10.3, "gap_ev": 8.972}

(3)
{"formula": "C2H2N4O2", "method": "the ωB97M-V functional and the def2-TZVPD basis", "symbols": ["C", "C", "H", "H", "N", "N", "N", "N", "O", "O"], "coordinates": [[0.19, 1.01, -0.11], [-1.62, -0.21, -0.06], [2.45, -0.06, 1.01], [0.82, 1.96, -0.38], [0.79, -0.22, 0.22], [-1.05, 0.99, -0.44], [-1.12, -1.37, -0.45], [0.17, -1.45, -0.21], [2.15, -0.39, 0.00], [-2.77, -0.26, 0.42]], "e_lumo_ha": -0.037, "e_homo_ev": -10.5, "gap_ev": 9.520}

(4)
{"formula": "C2H2N4O2", "method": "the ωB97M-V functional and the def2-TZVPD basis", "symbols": ["C", "C", "H", "H", "N", "N", "N", "N", "O", "O"], "coordinates": [[-0.45, -0.89, -0.10], [0.73, 1.27, 0.12], [-1.29, -1.50, -1.68], [-0.21, 0.57, -1.51], [-1.11, -1.76, -0.72], [0.02, 0.31, -0.59], [1.03, 0.85, 1.50], [0.54, -0.17, 2.01], [1.00, 2.39, -0.29], [-0.25, -1.08, 1.25]], "e_lumo_ha": -0.037, "e_homo_ev": -10.9, "gap_ev": 9.855}

Most stable: (4)

(1)
{"formula": "C2H2N4O2", "method": "the ωB97M-V functional and the def2-TZVPD basis", "symbols": ["C", "C", "H", "H", "N", "N", "N", "N", "O", "O"], "coordinates": [[-1.33, -0.08, -0.15], [0.79, 0.96, -0.07], [-2.89, 0.74, 0.37], [0.49, 2.06, -0.32], [0.09, -0.10, -0.18], [2.13, 0.75, 0.19], [2.11, -0.63, 0.07], [0.94, -1.20, -0.09], [-1.84, 1.11, 0.04], [-2.07, -1.09, 0.14]], "e_lumo_ha": -0.023, "e_homo_ev": -11.3, "gap_ev": 10.701}

(2)
{"formula": "C2H2N4O2", "method": "the ωB97M-V functional and the def2-TZVPD basis", "symbols": ["C", "C", "H", "H", "N", "N", "N", "N", "O", "O"], "coordinates": [[1.62, 0.52, -0.08], [-0.67, 0.75, 0.04], [-2.32, -0.68, 0.01], [2.54, 1.08, -0.01], [-0.55, -0.70, -0.09], [0.50, -1.40, 0.08], [1.69, -0.79, 0.12], [0.56, 1.30, -0.11], [-1.64, -1.46, -0.07], [-1.72, 1.37, 0.11]], "e_lumo_ha": -0.039, "e_homo_ev": -10.5, "gap_ev": 9.494}

Most stable: (1)

(1)
{"formula": "C4H6N2OS", "method": "the ωB97M-V functional and the def2-TZVPD basis", "symbols": ["C", "C", "C", "C", "H", "H", "H", "H", "H", "H", "N", "N", "O", "S"], "coordinates": [[-1.45, 1.54, -0.10], [-0.41, 0.33, 0.01], [1.61, -0.29, 0.11], [-0.49, -1.07, -0.08], [-2.45, 1.14, -0.64], [-1.85, 1.94, 0.89], [-0.69, 2.42, -0.38], [3.31, 1.05, 0.10], [1.05, -2.41, 0.32], [-2.31, -1.66, -0.20], [0.93, 0.78, 0.08], [0.80, -1.40, 0.04], [-1.48, -2.03, -0.04], [3.41, -0.34, -0.10]], "e_lumo_ha": 0.020, "e_homo_ev": -7.8, "gap_ev": 8.294}

(2)
{"formula": "C4H6N2OS", "method": "the ωB97M-V functional and the def2-TZVPD basis", "symbols": ["C", "C", "C", "C", "N", "N", "O", "S", "H", "H", "H", "H", "H", "H"], "coordinates": [[-2.10, -1.20, -1.27], [1.45, -0.06, 0.38], [-1.98, 0.14, 0.65], [2.69, 0.65, -0.12], [-2.86, -1.83, -1.85], [-1.42, -0.33, -0.62], [1.26, -0.43, 1.51], [0.28, -0.07, -1.07], [-2.89, 0.51, 0.40], [-1.97, -0.62, 1.40], [-1.39, 0.79, 1.21], [2.36, 1.52, -0.57], [3.15, 0.05, -0.84], [3.41, 0.87, 0.80]], "e_lumo_ha": 0.009, "e_homo_ev": -9.2, "gap_ev": 9.466}

(3)
{"formula": "C4H6N2OS", "method": "the ωB97M-V functional and the def2-TZVPD basis", "symbols": ["C", "C", "C", "C", "H", "H", "H", "H", "H", "H", "N", "N", "O", "S"], "coordinates": [[-1.77, 1.32, 0.05], [-0.39, -0.38, 0.91], [0.88, -1.26, 0.81], [1.70, -1.50, -0.26], [1.00, 1.65, -0.58], [-0.11, 1.41, -1.81], [-2.65, 0.79, 0.76], [0.69, -1.85, 1.63], [2.12, -2.54, -0.13], [1.65, -1.13, -1.43], [0.38, 0.82, -1.00], [-0.68, 0.48, -0.14], [-1.07, -0.49, 1.94], [-1.75, 2.68, -0.74]], "e_lumo_ha": -0.015, "e_homo_ev": -9.1, "gap_ev": 8.739}

(4)
{"formula": "C4H6N2OS", "method": "the ωB97M-V functional and the def2-TZVPD basis", "symbols": ["C", "C", "C", "C", "H", "H", "H", "H", "H", "H", "N", "N", "O", "S"], "coordinates": [[0.65, -0.22, 2.46], [0.13, 0.46, -0.09], [1.20, 0.87, -0.82], [0.34, -0.75, -1.99], [0.43, -1.24, 2.25], [0.63, 0.01, 3.59], [1.71, -0.07, 2.08], [1.82, 1.78, -0.48], [0.19, -1.50, -2.76], [-1.81, -1.38, 0.24], [1.33, 0.13, -1.99], [-0.38, -0.69, -0.85], [-1.73, -1.05, -0.80], [-0.61, 0.78, 1.51]], "e_lumo_ha": 0.017, "e_homo_ev": -9.2, "gap_ev": 9.622}

Most stable: (1)